Record 1
Below is an isolated molecule of C5H12N4O in a non-equilibrium geometry, with properties calculated with the ωB97M-V functional and the def2-TZVPD basis.

orbital gap	9.379	eV
LUMO energy	0.035	Eh
structure (SMILES)	CCN1[C@@H](C)N=NN1OC
M	144.2	g/mol
E_tot	-491.7645	Eh

```
22
Properties=species:S:1:pos:R:3:forces:R:3:lowdin_charge:R:1
C -0.418 -1.536 0.223 -1.52 -0.62 0.16 -0.376
C -0.825 -2.309 -1.041 1.25 2.68 -1.64 -0.047
C -2.286 0.954 0.280 0.10 -0.47 -1.41 -0.069
C 2.679 1.872 -0.360 1.55 1.93 2.32 -0.142
C -0.891 0.847 0.809 1.19 1.77 3.14 -0.272
N 0.868 -2.140 0.673 0.26 2.15 0.11 0.071
N 1.742 -1.242 0.558 -0.27 -1.00 -0.19 0.065
N -0.152 -0.103 0.056 0.87 -1.08 -2.30 -0.093
N 1.224 -0.025 0.201 1.87 1.22 2.05 -0.143
O 2.135 0.633 -0.689 -1.49 -1.57 -1.62 -0.129
H -1.269 -1.570 0.924 0.70 -0.41 0.41 0.139
H -0.012 -1.875 -1.757 -1.77 -1.16 0.45 0.117
H -1.853 -2.089 -1.381 0.58 0.44 0.05 0.071
H -0.784 -3.368 -1.030 0.57 -1.02 0.58 0.051
H -3.110 1.145 0.930 -0.10 0.30 1.08 0.063
H -2.306 1.739 -0.476 -0.26 -0.46 -0.47 0.080
H -2.482 -0.071 -0.119 -0.23 1.07 -0.28 0.076
H 3.771 1.888 -0.620 -0.99 -0.47 -0.61 0.086
H 2.850 1.942 0.767 -1.03 0.24 -1.14 0.099
H 2.242 2.847 -0.814 0.06 -1.95 0.77 0.105
H -0.224 1.748 0.956 -1.04 -0.24 -1.46 0.132
H -0.898 0.713 1.909 -0.29 -1.35 0.01 0.117
```
Positions in Å, forces in eV/Å.

***

Record 2
Below is a cluster of 2 separate species, C5H12N4O in total in a non-equilibrium geometry, with properties calculated with the ωB97M-V functional and the def2-TZVPD basis.

orbital gap	8.703	eV
LUMO energy	-0.318	Eh
M	144.2	g/mol
charge	+2
E_tot	-491.2991	Eh

```
22
Properties=species:S:1:pos:R:3:forces:R:3:lowdin_charge:R:1
C -1.684 -0.386 -0.386 1.37 -3.48 -2.32 0.035
C 0.814 1.111 -0.775 1.36 0.12 0.04 -0.099
C 2.576 -0.398 0.012 0.53 -2.57 0.71 -0.415
C -3.936 -0.900 0.497 0.08 -3.23 -2.40 -0.038
C -2.763 0.076 0.420 -0.77 1.90 -0.42 -0.119
N 3.753 -0.573 0.633 1.02 1.13 1.71 0.214
N 1.861 -1.433 -0.402 -1.99 3.27 -0.62 0.238
N 0.756 2.412 -0.830 -1.58 1.69 -1.11 0.106
N 2.062 0.805 -0.205 0.57 2.54 0.59 0.066
O -0.948 -1.061 -0.944 -2.77 2.15 1.60 0.299
H -4.723 -0.539 1.107 -0.62 0.85 0.38 0.092
H -3.718 -1.930 0.869 0.46 0.95 0.10 0.118
H -4.280 -1.148 -0.556 -0.07 0.74 1.23 0.128
H -2.233 0.064 1.375 -0.21 1.02 0.57 0.164
H -3.227 1.073 0.001 1.52 -1.43 1.14 0.216
H 4.187 -1.428 1.026 -1.18 0.06 -1.21 0.166
H 4.134 0.164 1.265 -0.70 -0.18 -1.25 0.159
H 2.222 -2.320 -0.414 0.78 -2.55 -0.04 0.112
H 0.980 -1.149 -0.894 1.67 -0.94 0.42 0.091
H 0.061 2.926 -1.444 0.96 -1.10 1.37 0.162
H 1.399 3.029 -0.326 0.00 -0.03 -0.47 0.127
H 2.708 1.606 -0.030 -0.46 -0.92 -0.02 0.178
```
Positions in Å, forces in eV/Å.

***

Record 3
Below is a structure of composition C5H12NO in a non-equilibrium geometry, with properties calculated with the ωB97M-V functional and the def2-TZVPD basis.

orbital gap	6.173	eV
LUMO energy	0.143	Eh
M	102.2	g/mol
charge	-1
E_tot	-327.4452	Eh

```
19
Properties=species:S:1:pos:R:3:forces:R:3:lowdin_charge:R:1
C -2.235 -0.508 0.862 -0.55 2.65 -1.44 -0.166
C -0.817 0.047 0.352 0.26 0.38 0.16 -0.413
N -0.781 1.277 -0.528 0.16 -1.18 1.17 -0.174
C 1.778 1.563 -0.527 0.92 -4.08 -2.52 -0.063
C 0.421 1.405 -1.312 0.36 -0.19 0.61 -0.426
C 2.810 0.502 -0.667 4.20 0.22 -4.62 -0.396
O 4.132 0.371 -0.373 -5.10 0.94 -0.36 -0.229
H -2.809 0.236 1.520 1.37 -1.28 0.07 0.065
H -2.085 -1.532 1.175 -0.19 0.03 0.79 0.000
H -3.009 -0.524 0.064 0.79 -0.29 -0.31 0.040
H -0.200 0.028 1.386 -0.67 0.46 -1.77 0.091
H -0.390 -0.803 -0.213 0.06 -0.12 0.09 0.064
H -2.253 -3.851 2.465 0.40 -0.99 -2.02 0.010
H 1.956 2.590 -0.541 0.95 1.55 2.18 0.086
H 2.050 0.477 0.280 -1.96 0.70 1.69 0.162
H -2.109 -4.206 1.739 -0.40 0.97 2.02 0.012
H 0.626 0.701 -2.204 -0.34 -0.02 0.89 0.082
H 2.444 -0.188 -1.663 0.35 0.87 3.09 0.166
H 0.470 2.413 -1.816 -0.61 -0.61 0.28 0.090
```
Positions in Å, forces in eV/Å.

***

Number 1 is which compound? C5H12N4O